a.
This record from OMol25 describes 2 unconnected molecules or ions with the total composition C2H4OS3. The level of theory is the ωB97M-V functional and the def2-TZVPD basis.

For the orbital gap, the calculation gives 6.560 eV. The highest occupied orbital energy comes out at -8.546 eV.

The geometry in XYZ format:
```
10
Properties=species:S:1:pos:R:3:lowdin_charge:R:1
C -0.782 0.840 -0.499 -0.70
C -1.319 -0.067 0.658 -0.13
O 1.319 -1.630 -0.459 -0.61
S -0.067 2.275 -0.488 0.65
S 3.290 0.284 0.010 0.23
S 2.699 -1.321 -0.796 0.40
H -0.944 0.494 -1.437 -0.02
H -2.261 -0.408 0.372 0.04
H -1.309 0.397 1.642 0.06
H -0.626 -0.862 0.997 0.07
```


b.
This record from OMol25 describes 2 unconnected molecules or ions with the total composition C2H4OS3. The level of theory is the ωB97M-V functional and the def2-TZVPD basis.

For the orbital gap, the calculation gives 8.517 eV. The highest occupied orbital energy comes out at -9.139 eV.

The geometry in XYZ format:
```
10
Properties=species:S:1:pos:R:3:lowdin_charge:R:1
C 2.579 0.033 -0.273 -0.64
C -1.365 -1.150 0.136 -0.49
O -0.367 2.656 0.326 -0.61
S 3.496 -0.381 0.862 0.71
S -1.243 0.148 -1.137 0.52
S 0.162 1.328 0.056 0.53
H -0.635 -0.907 0.884 -0.02
H -1.329 -2.129 -0.491 0.06
H -2.293 -1.113 0.660 0.01
H 0.995 1.516 -1.022 -0.08
```


Top of the stability list: a, leading by 181.9 kJ/mol.


a.
This record from OMol25 describes a gas-phase ion, C11H16N3O (charge +1). The level of theory is the ωB97M-V functional and the def2-TZVPD basis.

For the orbital gap, the calculation gives 7.672 eV. The highest occupied orbital energy comes out at -11.057 eV. Its total charge is +1.

The geometry in XYZ format:
```
31
Properties=species:S:1:pos:R:3:lowdin_charge:R:1
C -2.883 1.300 -1.189 -0.10
C -2.459 0.184 -0.223 -0.20
C -0.992 0.006 -0.116 -0.18
C -0.280 -1.061 -0.551 -0.12
C -0.859 -2.258 -1.106 0.00
C -0.049 -3.230 -1.683 -0.07
C 1.327 -3.060 -1.852 -0.07
C 1.994 -1.965 -1.353 0.03
C 1.202 -0.944 -0.561 -0.23
O 1.761 -1.044 0.779 0.01
N 1.494 0.040 1.672 -0.05
C 2.428 0.011 2.749 0.01
C 0.772 1.077 1.305 -0.34
N 0.837 2.175 1.984 0.21
N -0.229 1.112 0.360 0.16
H -2.683 2.239 -0.605 0.05
H -4.109 1.360 -1.197 0.14
H -2.350 1.448 -2.220 0.12
H -2.965 -0.755 -0.457 0.10
H -2.766 0.547 0.741 0.11
H -2.002 -2.343 -1.018 0.13
H -0.418 -4.276 -1.926 0.14
H 1.931 -3.805 -2.323 0.11
H 2.943 -1.780 -1.713 0.09
H 1.407 -0.044 -1.020 0.13
H 1.921 0.235 3.757 0.14
H 2.840 -1.011 2.606 0.12
H 3.249 0.733 2.659 0.10
H 1.691 2.531 2.446 0.15
H 0.241 2.987 1.773 0.15
H -0.679 2.008 0.438 0.14
```


b.
This record from OMol25 describes a gas-phase ion, C11H16N3O (charge +1). The level of theory is the ωB97M-V functional and the def2-TZVPD basis.

For the orbital gap, the calculation gives 9.833 eV. The highest occupied orbital energy comes out at -12.310 eV. Its total charge is +1.

The geometry in XYZ format:
```
31
Properties=species:S:1:pos:R:3:lowdin_charge:R:1
C -4.113 0.746 -1.216 -0.06
C -2.819 0.229 -0.791 -0.02
C -1.774 -0.239 -0.429 -0.01
C -0.625 -0.957 0.108 -0.18
C -0.735 -0.992 1.631 -0.25
C -0.600 0.224 2.320 -0.09
N -0.745 0.013 3.698 0.06
C -0.918 -1.249 3.871 -0.16
N -0.883 -1.928 2.594 0.09
N 0.662 -0.232 -0.214 -0.13
C 0.838 0.262 -1.537 -0.11
C 1.990 1.295 -1.486 -0.16
O 3.204 0.761 -0.975 -0.09
C 2.897 0.240 0.347 -0.16
C 1.874 -0.911 0.279 -0.06
H -4.633 0.036 -1.867 0.10
H -4.664 0.772 -0.256 0.10
H -4.225 1.676 -1.684 0.07
H -0.728 -1.915 -0.386 0.17
H -0.421 1.226 1.918 0.12
H -1.068 -1.746 4.941 0.17
H -1.043 -2.941 2.256 0.20
H 0.583 0.629 0.381 0.15
H -0.109 0.655 -2.076 0.18
H 1.184 -0.709 -2.004 0.16
H 2.338 1.581 -2.463 0.14
H 1.449 2.150 -0.932 0.16
H 2.604 1.055 1.023 0.13
H 3.836 -0.013 0.962 0.17
H 2.321 -1.614 -0.538 0.18
H 1.740 -1.470 1.235 0.15
```


Top of the stability list: a, leading by 42.2 kJ/mol.


a.
This record from OMol25 describes a gas-phase ion, C11H16N3O (charge +1). The level of theory is the ωB97M-V functional and the def2-TZVPD basis.

For the orbital gap, the calculation gives 8.376 eV. The highest occupied orbital energy comes out at -11.700 eV. Its total charge is +1.

The geometry in XYZ format:
```
31
Properties=species:S:1:pos:R:3:lowdin_charge:R:1
C -2.526 -0.624 -1.002 0.12
C -1.331 -0.296 -0.549 -0.20
N -0.403 -1.027 0.386 0.08
C -1.003 -2.271 0.865 -0.05
C -0.656 -2.878 2.046 -0.04
C 0.222 -2.125 2.937 -0.06
C 0.759 -0.989 2.540 -0.03
C 0.704 -0.553 1.158 -0.26
N 1.768 0.160 0.875 0.15
C 1.980 0.808 -0.400 -0.32
O 2.540 2.099 -0.124 0.00
C 0.750 1.221 -1.361 -0.15
C 1.031 0.538 -2.766 0.02
N -0.721 1.037 -0.887 -0.04
C -0.983 1.965 0.231 0.01
H -3.018 -0.112 -1.761 0.06
H -3.167 -1.518 -0.640 0.13
H -1.745 -2.634 0.163 0.10
H -1.118 -3.914 2.207 0.14
H 0.079 -2.394 3.961 0.11
H 1.266 -0.316 3.170 0.11
H 2.512 0.025 -0.945 0.15
H 3.170 2.077 0.576 0.09
H 0.810 2.278 -1.460 0.13
H 1.039 -0.448 -2.652 0.04
H 1.989 0.952 -3.065 0.11
H 0.261 0.807 -3.456 0.08
H -1.217 1.407 -1.663 0.15
H -0.078 2.204 0.704 0.06
H -1.329 3.097 -0.083 0.19
H -1.584 1.425 0.994 0.12
```


b.
This record from OMol25 describes a gas-phase ion, C11H16N3O (charge +1). The level of theory is the ωB97M-V functional and the def2-TZVPD basis.

For the orbital gap (alpha / beta), the calculation gives 7.472 / 7.893 eV. The highest occupied orbital energy (alpha / beta) comes out at -11.707 / -12.330 eV. Its total charge is +1.

The geometry in XYZ format:
```
31
Properties=species:S:1:pos:R:3:lowdin_charge:R:1
C 0.234 -1.081 -2.164 -0.19
C -2.384 -1.251 -1.947 -0.21
C -0.662 1.755 -2.135 -0.15
C -1.205 0.666 -3.073 -0.15
C -0.327 -1.901 0.776 0.00
C -0.982 1.573 -0.696 -0.18
C 0.849 -0.642 2.741 -0.05
C 1.289 -0.083 0.567 -0.15
C -0.477 -0.974 2.007 -0.07
C -1.072 -0.594 -2.434 -0.14
C -0.149 -0.464 0.591 -0.47
N 1.269 -1.539 -1.941 0.20
N -1.055 0.169 -0.287 0.10
N 1.859 -0.708 1.663 0.04
O -3.455 -0.750 -2.124 0.10
H -2.263 -2.156 -1.308 0.12
H 0.443 1.716 -2.249 0.13
H -1.007 2.704 -2.540 0.13
H -2.151 0.801 -3.604 0.14
H -0.340 0.764 -3.858 0.17
H 0.502 -2.618 0.898 0.13
H -1.328 -2.298 0.546 0.13
H -0.417 2.086 0.013 0.10
H -2.054 1.734 -0.449 0.15
H 0.865 0.391 3.160 0.16
H 0.994 -1.445 3.530 0.16
H 1.911 -0.214 -0.339 0.13
H 1.476 1.020 0.757 0.17
H -1.384 -0.697 2.426 0.13
H 2.689 -0.211 2.042 0.21
H 2.072 -1.664 1.434 0.17
```


Top of the stability list: a, leading by 161.8 kJ/mol.


a.
This record from OMol25 describes 2 unconnected molecules or ions with the total composition C12H16N2O. The level of theory is the ωB97M-V functional and the def2-TZVPD basis.

For the orbital gap, the calculation gives 8.924 eV. The highest occupied orbital energy comes out at -8.157 eV.

The geometry in XYZ format:
```
31
Properties=species:S:1:pos:R:3:lowdin_charge:R:1
C -2.847 0.138 -1.660 -0.07
C -1.502 0.496 -1.904 -0.32
C -0.691 0.365 -2.971 -0.02
N 0.669 0.818 -2.706 0.09
C 0.582 1.280 -1.406 -0.21
C 1.594 2.022 -0.700 -0.05
C 1.332 2.414 0.581 -0.15
C 0.102 2.192 1.189 -0.15
C -0.966 1.698 0.483 0.00
C -0.729 1.027 -0.839 -0.09
H -3.505 0.063 -2.535 0.08
H -3.320 0.815 -0.921 0.09
H -2.925 -0.946 -1.386 0.10
H -0.879 0.134 -4.026 0.12
H 1.434 0.858 -3.361 0.14
H 2.364 2.629 -1.100 0.09
H 2.031 2.937 1.348 0.13
H 0.049 2.574 2.209 0.10
H -1.902 1.768 0.941 0.08
C 0.306 -2.021 2.939 -0.14
C -0.018 -2.357 1.475 -0.20
C 1.203 -2.236 0.588 -0.51
N 1.943 -1.099 0.417 0.18
O 1.416 -3.236 -0.151 -0.02
H -0.554 -2.547 3.582 0.11
H 0.319 -0.902 3.041 0.06
H 1.316 -2.331 3.373 0.09
H -0.545 -3.399 1.492 0.14
H -0.842 -1.704 1.092 0.11
H 2.698 -1.140 -0.190 0.08
H 1.867 -0.311 1.106 0.12
```


b.
This record from OMol25 describes C12H16N2O in the gas phase. The level of theory is the ωB97M-V functional and the def2-TZVPD basis.

For the orbital gap, the calculation gives 9.540 eV. The highest occupied orbital energy comes out at -8.994 eV.

The geometry in XYZ format:
```
31
Properties=species:S:1:pos:R:3:lowdin_charge:R:1
H 0.126 -3.713 3.246 0.05
N 0.501 -3.074 2.571 0.15
C -0.001 -1.983 2.204 -0.30
C -1.464 -1.424 2.439 -0.10
C -1.374 0.036 1.904 -0.09
C -0.737 -0.340 0.550 -0.40
C -1.663 -0.993 -0.423 -0.02
C 0.539 -1.106 1.121 -0.06
C 1.751 -0.677 0.675 0.08
C 1.490 0.540 -0.143 -0.24
C 1.803 0.383 -1.669 -0.11
C 1.015 1.451 -2.524 -0.16
C 0.497 2.465 -1.507 -0.14
C -0.595 1.766 -0.695 -0.49
O -1.778 2.032 -0.640 0.07
N 0.026 0.708 -0.134 0.02
H -1.971 -2.137 1.895 0.08
H -1.706 -1.432 3.476 0.10
H -2.484 0.386 1.777 0.14
H -0.806 0.859 2.460 0.15
H -1.951 -0.333 -1.264 0.08
H -2.726 -1.273 0.002 0.13
H -1.382 -1.916 -0.933 0.08
H 2.584 -1.120 1.077 0.09
H 1.866 1.478 0.195 0.13
H 1.435 -0.601 -2.069 0.13
H 2.847 0.488 -1.933 0.10
H 0.013 1.013 -3.027 0.16
H 1.694 1.872 -3.223 0.08
H -0.008 3.424 -1.996 0.15
H 1.255 2.918 -0.801 0.12
```


Top of the stability list: a, leading by 100.3 kJ/mol.